Here is a molecular structure, C43H43CsN12O2 at a distorted geometry from the OMol25 dataset. Energies are from ωB97M-V with the def2-TZVPD basis set.

The geometry in ORCA input format:
```
! RIJCOSX wB97M-V def2-TZVPD def2/J DEFGRID3
* xyz -2 1
Cs -1.36535 0.64200 0.81149
O -3.61565 2.72919 4.76425
C -2.73117 2.17895 4.06756
N -2.06926 2.62469 3.01179
C -2.13810 3.98247 2.66892
C -2.36529 5.00669 3.60700
C -2.27727 6.35180 3.27720
C -1.95839 6.73132 1.98278
C -1.74347 5.74147 1.03685
C -1.85404 4.38315 1.33134
N -1.58506 3.45015 0.31883
C -2.52177 2.97607 -0.46460
O -2.32888 2.09512 -1.34061
C -3.97329 3.35891 -0.24048
C -4.44582 4.65079 -0.46320
C -5.77911 4.93120 -0.23333
C -6.60376 3.91665 0.22839
C -6.04346 2.66415 0.42145
N -4.77033 2.37165 0.18054
C -2.35142 0.76549 4.53927
C -2.89538 0.33534 5.75358
C -2.54373 -0.90210 6.25271
C -1.67273 -1.69973 5.52101
C -1.20554 -1.20949 4.31406
N -1.52399 -0.00766 3.83574
H -2.62353 4.71944 4.61310
H -2.45887 7.10259 4.03985
H -1.86783 7.77793 1.71105
H -1.47229 6.00475 0.01919
H -3.76119 5.41966 -0.79037
H -6.16722 5.93036 -0.39467
H -7.64985 4.09225 0.44485
H -6.65342 1.84424 0.79041
H -3.57460 1.00656 6.25782
H -2.94181 -1.25032 7.19961
H -1.36939 -2.67854 5.87042
H -0.54100 -1.80602 3.69389
C 4.21094 -1.84497 5.12885
C 3.94167 -1.90542 3.64801
C 4.84381 -1.41700 2.70605
C 4.57693 -1.41854 1.35064
C 3.35155 -1.91976 0.81529
N 3.01036 -1.90490 -0.46560
C 3.92382 -1.60628 -1.44137
C 4.99789 -2.46086 -1.75495
C 5.82239 -2.25177 -2.84536
C 5.63333 -1.16263 -3.69231
C 6.50757 -0.93322 -4.89772
C 4.60560 -0.28228 -3.38281
C 3.77948 -0.48354 -2.28735
N 2.76456 0.47515 -2.03302
C 2.35170 0.96103 -0.83684
C 1.38697 1.90538 -1.09068
C 1.26662 1.90397 -2.49275
N 2.13090 1.07955 -3.06301
C 2.45324 -2.42628 1.80551
C 2.74078 -2.40989 3.15313
N 1.23187 -3.04060 1.38587
C 0.91975 -4.34439 1.52172
C -0.37164 -4.51163 1.07531
C -0.75001 -3.22305 0.66014
N 0.21730 -2.34041 0.85337
H 5.27277 -1.68080 5.32421
H 3.92104 -2.77354 5.62796
H 3.65933 -1.03241 5.61158
H 5.79167 -1.01019 3.04988
H 5.31050 -1.03009 0.65394
H 5.13445 -3.32805 -1.11829
H 6.62384 -2.95508 -3.05304
H 7.28278 -1.69865 -4.96425
H 7.00177 0.04058 -4.85608
H 5.92895 -0.96342 -5.82446
H 4.42030 0.58916 -3.99983
H 2.77582 0.60170 0.08556
H 0.82728 2.52115 -0.40291
H 0.58070 2.47502 -3.09744
H 1.99664 -2.80102 3.84140
H 1.63730 -5.04411 1.91633
H -0.94250 -5.42282 1.03366
H -1.68340 -2.90942 0.21626
C -3.78908 -1.56330 -3.92916
N -2.46696 -2.00026 -4.33005
C -2.48353 -3.18208 -5.16464
C -1.49806 -1.95700 -3.31686
N -1.85699 -1.69763 -2.12072
N -0.21019 -2.24236 -3.75270
C 0.79597 -2.36314 -2.70841
C 0.28818 -1.55123 -4.93652
H -4.38521 -1.40339 -4.83148
H -3.71737 -0.63549 -3.36779
H -4.29734 -2.29939 -3.29222
H -3.00772 -4.01817 -4.67476
H -1.46728 -3.50076 -5.38321
H -2.99637 -2.96687 -6.10562
H -1.04354 -1.51947 -1.53854
H 0.99879 -1.41435 -2.20497
H 1.72899 -2.70623 -3.15602
H 0.49247 -3.09426 -1.96044
H -0.52701 -1.35527 -5.63015
H 1.03744 -2.17582 -5.43113
H 0.76147 -0.60039 -4.66690
*
```

**M**: 892.8 g mol⁻¹
**ΔE to the lowest compared entry with this formula, charge and spin**: 15.2 kcal per mole
**LUMO**: 0.1396 hartree
**Orbital gap**: 0.2075 hartree
**HOMO energy**: -1.847 eV

Atom charges from the Löwdin analysis, given in e for atoms 1 to 99: 1.10, -0.06, -0.52, 0.04, -0.21, -0.04, -0.14, -0.14, -0.08, -0.26, 0.00, -0.71, -0.23, -0.19, -0.01, -0.08, -0.09, -0.15, 0.14, -0.19, -0.02, -0.09, -0.09, -0.15, 0.03, 0.09, 0.08, 0.08, 0.10, 0.10, 0.10, 0.09, 0.10, 0.10, 0.09, 0.09, 0.09, -0.08, -0.32, -0.08, -0.04, -0.28, 0.09, -0.28, -0.04, -0.08, -0.31, -0.08, 0.00, -0.13, -0.10, -0.06, -0.09, -0.15, 0.07, -0.14, -0.01, -0.11, -0.08, -0.08, -0.20, 0.07, 0.06, 0.06, 0.07, 0.10, 0.10, 0.11, 0.09, 0.06, 0.07, 0.07, 0.11, 0.12, 0.06, 0.10, 0.11, 0.12, 0.08, 0.08, -0.09, -0.19, -0.09, -0.46, 0.17, -0.16, -0.07, -0.07, 0.08, 0.08, 0.08, 0.08, 0.07, 0.08, -0.01, 0.07, 0.09, 0.08, 0.07